This record from the Open Molecules 2025 dataset describes a cluster of 7 separate species, C51H98B2I2N8O13 in total in a non-equilibrium geometry. The level of theory is wB97M-V/def2-TZVPD.

Its maximum force is 6.94 eV/Å. The HOMO-LUMO gap is 0.277 hartree.

XYZ file:
```
174
Properties=species:S:1:pos:R:3:mulliken_charge:R:1
I 3.639 4.274 -3.148 0.0372
I 2.473 5.137 1.893 0.0260
O 0.188 -2.299 0.108 -0.6331
O 0.865 6.000 4.852 -0.1681
O 2.611 -5.457 6.859 -0.3722
O 5.799 -1.509 4.232 -0.6147
O -2.701 6.339 -6.186 -0.4322
O -8.654 -2.689 -8.620 -0.3849
O -8.145 0.190 -2.032 -0.4305
O -2.370 1.044 -0.468 -0.4074
O -1.270 -0.608 -2.057 -0.5893
O 4.771 -0.743 1.483 -0.5118
O 2.426 -7.478 1.619 -0.3270
O 4.614 2.325 0.580 -0.5341
O 0.263 2.639 -4.356 -0.5158
N -7.674 -0.484 -7.054 -0.5928
N 1.991 -9.953 0.218 -0.7551
N 1.855 8.193 6.430 -0.7478
N -4.965 5.114 -7.471 -0.7122
N -0.053 3.083 -1.885 -0.7078
N -6.075 0.412 -0.048 -0.6301
N 0.336 -6.681 5.592 -0.6865
N -1.149 -2.759 2.787 -0.6640
C 0.416 8.076 6.161 0.3598
C 4.777 -0.900 7.340 -0.9825
C 3.619 6.716 -0.496 -1.1744
C 0.287 4.944 5.603 -0.7182
C 6.849 1.628 -0.517 0.3522
C 2.321 2.795 -0.642 1.2968
C 0.790 -1.447 0.809 -0.6033
C 3.493 5.152 -0.072 0.0557
C 0.337 0.866 -0.603 -0.0095
C 1.194 -1.736 2.347 0.7449
C 1.122 -7.817 1.156 -0.6159
C 0.155 2.870 -3.147 0.8561
C -9.808 -1.125 -6.068 -1.2199
C 0.654 -2.639 4.788 -0.6370
C -9.383 -1.466 -8.576 -0.6997
C 2.688 -5.868 5.495 -0.4415
C 1.691 -6.979 5.108 1.0741
C -3.208 3.426 -7.432 -1.2899
C 3.545 -0.520 1.614 -0.1897
C 2.700 4.267 -1.157 -1.2128
C -2.610 5.920 -7.545 -0.6908
C -3.607 4.809 -7.938 0.3538
C 1.276 -0.004 0.265 0.5817
C 2.087 -2.187 5.206 -0.5092
C -7.787 0.672 -3.318 -0.6470
C 2.644 -1.256 2.737 0.2691
C 0.197 -2.413 3.325 -0.1220
C 4.623 0.034 6.011 -0.1755
C -9.229 -3.743 -7.864 -0.6337
C 3.092 -1.495 4.201 0.3227
C -2.019 5.501 -5.267 -0.6962
C 9.019 1.657 -2.140 -1.3717
C 8.215 3.895 -0.863 -1.0594
C 1.466 -8.174 -1.362 -1.3859
C 7.788 2.495 -1.538 0.4196
C 6.771 0.144 -1.173 -1.3133
C -4.985 -0.351 -2.092 -0.8096
C -9.112 -0.608 -7.323 0.3038
C 0.898 2.274 -1.048 -0.8702
C 3.307 -6.296 7.766 -0.7652
C 2.100 -8.364 5.600 -1.7130
C 2.713 0.503 0.680 0.5340
C -0.282 7.555 7.413 -1.3752
C -2.086 1.080 0.982 -0.3989
C 0.141 7.226 4.903 -0.7434
C 5.367 2.255 -0.672 -0.2681
C 1.102 -8.810 -0.024 0.3051
C 3.284 1.891 0.225 0.4932
C -6.032 -0.679 -1.032 0.3964
C 3.077 -6.473 0.857 -0.7687
C -7.430 -0.969 -1.616 -0.7341
B 4.543 -1.024 4.753 0.3879
B -1.190 0.444 -1.048 0.9823
H 1.917 -8.502 6.668 0.4053
H -1.745 6.104 -4.397 0.3425
H -0.283 8.322 8.193 0.3514
H -1.492 -1.898 2.310 0.2547
H -9.310 -1.998 -5.640 0.2316
H -6.704 0.145 0.707 0.2702
H 4.804 1.659 -1.468 0.4562
H -5.042 -1.051 -2.931 0.3951
H 7.121 2.779 -2.444 0.1180
H 2.240 7.247 6.433 0.3307
H 1.662 -7.022 4.014 -0.2064
H -10.848 -1.392 -6.275 0.3925
H 2.302 8.631 5.627 0.2742
H 0.410 -6.470 6.588 0.3923
H -2.146 3.232 -7.611 0.3325
H -5.264 5.993 -7.890 0.2707
H -2.846 6.808 -8.141 0.3469
H 0.030 -5.800 5.182 0.2397
H -3.404 3.295 -6.366 0.2283
H 2.428 -2.322 6.285 0.1679
H -1.579 5.644 -7.797 0.3864
H -8.910 -4.689 -8.308 0.2566
H -9.050 -0.896 -9.451 0.3573
H 3.159 -8.553 5.407 0.3555
H -9.812 -0.353 -5.292 0.1780
H 0.022 9.080 5.967 0.3977
H 4.345 6.724 -1.396 0.3193
H 5.578 -0.535 8.065 0.2723
H -10.456 -1.648 -8.716 0.4025
H -1.407 1.975 1.226 0.2354
H 4.556 4.800 0.141 0.0943
H 3.797 -5.970 1.508 0.2834
H 7.714 -0.476 -1.000 0.3210
H 2.376 -5.727 0.473 0.3269
H 2.538 -7.994 -1.465 0.2812
H -8.039 -1.419 -0.824 0.3969
H 8.731 4.615 -1.607 0.3554
H 0.664 4.961 6.628 0.2348
H 4.143 7.291 0.355 0.3753
H -7.285 -1.428 -7.046 0.2798
H 6.161 -0.739 3.718 0.2699
H 2.602 7.163 -0.754 0.3038
H -8.644 1.212 -3.728 0.2872
H 3.717 -6.139 5.229 0.4811
H 9.661 1.146 -1.343 0.2728
H -1.323 7.292 7.204 0.3402
H 1.686 4.805 -1.311 0.5820
H 8.716 0.909 -2.961 0.3202
H 0.077 -9.187 -0.115 0.4209
H 0.213 6.678 7.836 0.2842
H -2.682 4.706 -4.921 0.2149
H -1.029 -3.441 2.022 0.3532
H 3.783 -0.985 7.900 0.2830
H 5.516 3.332 -1.053 -0.2095
H -6.962 1.383 -3.235 0.2436
H 1.177 -8.834 -2.186 0.3536
H -3.780 2.653 -7.954 0.3277
H 9.703 2.427 -2.673 0.3857
H -7.227 -0.048 -7.859 0.2618
H 3.639 -6.928 0.038 0.2359
H 3.614 0.593 6.120 0.1640
H 1.683 -10.433 1.063 0.2788
H -6.551 1.199 -0.490 0.2886
H -8.852 -3.718 -6.840 0.2283
H -3.624 4.759 -9.032 0.3776
H 0.626 -8.297 2.007 0.3802
H -0.806 4.983 5.597 0.3264
H 0.945 -7.222 -1.500 0.3242
H 7.299 4.483 -0.468 0.1589
H -5.087 0.662 -2.486 0.1904
H 8.897 3.714 0.051 0.2918
H 7.253 1.635 0.550 0.3733
H 5.125 -1.945 6.982 0.2377
H -1.537 0.125 1.339 -0.0967
H -0.932 7.048 4.762 0.3930
H 5.883 -0.463 -0.783 0.2015
H 0.602 3.999 5.154 0.2250
H -3.980 -0.423 -1.667 -0.1927
H -7.528 -0.138 -4.005 0.2743
H -10.321 -3.708 -7.872 0.2935
H -1.105 5.079 -5.696 0.3240
H 4.217 -6.713 7.327 0.3443
H 2.442 -4.977 4.908 0.0515
H -9.510 0.394 -7.522 0.3572
H -7.383 -1.707 -2.427 0.3741
H -3.092 1.173 1.514 0.2861
H 6.563 0.316 -2.300 0.3480
H 2.651 -7.095 8.117 0.2420
H 0.476 7.798 4.031 0.3363
H 0.544 -6.912 0.932 0.3175
H -1.523 -1.458 -1.611 0.2623
H 2.905 -9.577 0.475 0.3343
H 5.472 0.793 5.890 0.3527
H 3.585 -5.696 8.636 0.2667
H -0.107 -3.116 5.501 0.4484
H 1.524 -9.136 5.079 0.3636
H -5.698 -1.588 -0.520 0.3543
H -4.902 5.331 -6.476 0.3123
```

=====

This record from the Open Molecules 2025 dataset describes a cluster of 5 separate species, C51H99F3N2O19P in total in a non-equilibrium geometry. The level of theory is wB97M-V/def2-TZVPD.

Its maximum force is 2.45 eV/Å. The charge is -1. The HOMO-LUMO gap is 0.260 hartree.

XYZ file:
```
175
Properties=species:S:1:pos:R:3:mulliken_charge:R:1
P -0.171 0.278 -2.234 1.0762
F -5.021 2.966 -0.247 -0.2261
F -5.071 4.138 -2.097 -0.3004
F -4.528 1.514 -3.334 -0.4001
O 5.537 -4.423 -4.528 -0.4836
O 2.458 0.272 0.054 0.0585
O -2.685 -5.077 0.322 -0.6010
O 4.809 0.082 2.820 -0.6072
O -6.934 -3.606 0.289 -0.3643
O 0.943 1.232 8.973 -0.2711
O -0.660 -0.031 -0.626 1.2834
O 1.972 6.995 -0.792 -0.2351
O -6.572 -1.015 -1.337 -0.2577
O -1.519 -3.809 -1.099 -0.3014
O 2.707 8.979 -3.407 -0.2188
O 0.774 -0.156 6.232 -0.1583
O 0.460 0.540 -3.877 -0.8413
O 3.844 -6.982 -4.740 -0.2721
O 2.537 -1.625 8.267 -0.2869
O 3.440 9.677 -0.513 -0.4683
O 4.815 -5.171 -7.411 -0.2686
O -9.464 -2.039 -1.345 -0.2789
O 1.424 -0.414 -1.848 -0.7353
N 1.892 -4.260 -1.491 -0.4926
N 0.034 -0.757 1.487 0.1110
C -0.078 -0.253 7.360 -0.3948
C 4.460 -0.088 1.427 0.3254
C 0.197 -0.906 0.044 0.4422
C -4.715 2.978 -1.543 0.1361
C -1.382 4.744 -0.123 -0.9818
C -0.781 3.950 -1.084 -0.4369
C 4.301 -4.282 -8.375 -0.7816
C 3.944 9.463 -2.916 -0.5715
C 1.187 2.594 9.231 -0.7699
C -0.359 3.442 1.590 -0.6573
C 2.172 -0.061 6.453 -0.4612
C -0.510 -4.501 1.030 -0.7132
C -1.667 -4.483 0.066 0.6210
C -6.829 -1.197 0.046 -0.6295
C -0.201 1.022 8.163 -0.6643
C -1.394 -0.447 3.431 -0.9880
C -8.695 -1.579 -2.446 -0.7200
C 2.131 -3.021 -1.637 -0.8424
C 2.315 5.758 -0.196 -0.7932
C 0.233 2.649 0.618 1.1914
C -2.826 1.328 -1.551 1.3770
C 2.938 0.030 1.362 -0.5412
C 1.748 8.013 0.161 -0.5515
C 2.098 9.851 -4.327 -0.8058
C 4.068 -8.207 -4.089 -0.8116
C 0.031 2.856 -0.743 0.9121
C 2.819 -1.351 6.903 -0.5892
C -6.105 -4.750 0.237 -0.6579
C -1.190 4.494 1.228 -0.8431
C -4.065 1.968 -2.142 0.2491
C 4.124 -4.598 -4.457 0.0271
C 1.624 -0.752 -0.541 0.8693
C 6.076 -4.771 -6.904 -0.5546
C -2.394 -2.657 -1.157 0.9623
C -10.604 -1.251 -1.104 -0.7818
C 3.686 -5.898 -3.826 -0.5352
C -6.202 -2.440 0.634 0.4464
C 2.054 9.375 -0.420 -0.4029
C -7.224 -1.873 -2.256 -0.3909
C -3.241 -2.128 3.822 -0.8279
C 6.253 -5.205 -5.465 -0.3922
C 5.146 1.024 0.634 -1.4162
C -1.795 1.194 -2.680 -2.4568
C -2.213 -1.868 -2.438 -0.8804
C -2.838 -0.636 3.889 -0.6869
C 2.476 -3.003 8.548 -0.7705
C -1.297 -0.286 1.899 0.9835
C -0.796 -1.419 -2.855 -1.4514
C 2.488 -2.046 -0.554 -1.0807
C 4.196 8.993 -1.500 -0.2723
C 0.638 2.033 -1.843 -2.6769
H 1.744 -3.506 7.905 0.3388
H 4.936 -8.148 -3.420 0.3397
H -1.064 -0.474 6.944 0.3566
H 0.199 -1.095 7.999 0.1636
H 5.667 0.633 -0.237 0.2540
H -0.014 -1.969 -0.145 -1.4189
H -2.958 -1.078 -2.429 -0.0337
H -2.991 -2.607 4.768 0.3408
H -1.043 0.506 3.849 0.1756
H 3.659 -4.458 -5.434 0.1517
H 0.179 -5.276 0.685 0.3190
H -5.167 -2.518 0.283 -0.3637
H -8.829 -0.500 -2.585 0.3475
H -6.363 -0.335 0.530 0.4401
H 0.020 -3.553 1.086 0.0974
H -11.070 -1.616 -0.191 0.2230
H 3.967 10.560 -2.941 0.3552
H 4.274 -8.956 -4.854 0.2415
H 1.473 5.354 0.377 0.2663
H 0.879 1.846 0.942 0.0738
H 4.238 -3.263 -7.977 0.3441
H -0.228 0.933 -4.420 0.4701
H -0.173 3.226 2.636 0.4500
H 2.131 2.664 9.770 0.2320
H 2.160 -3.115 9.584 0.2325
H 1.278 3.163 8.298 0.3401
H -3.003 -0.244 4.894 0.5026
H 2.629 -5.824 -3.555 0.3432
H 2.455 -0.803 1.875 0.3089
H -9.045 -2.098 -3.349 0.4238
H 2.562 5.059 -0.993 0.2603
H -0.348 1.865 7.477 0.3609
H 3.514 -1.725 -0.736 0.4161
H 4.915 -4.281 -9.284 0.3254
H -3.110 0.373 -1.107 -0.2551
H -1.644 5.097 2.003 0.4299
H 3.774 -3.792 -3.812 0.1432
H -2.080 -0.898 1.452 -0.3943
H 7.306 -5.053 -5.211 0.4120
H 0.679 -0.075 1.864 0.4317
H -4.315 -2.224 3.660 0.2743
H -1.427 0.777 1.697 -0.5502
H -0.707 -1.205 3.805 0.4897
H 2.416 0.759 7.132 0.1590
H 0.690 7.983 0.458 0.3505
H -10.333 -0.198 -0.959 0.3453
H -2.515 1.993 -0.749 -0.4412
H 5.238 9.222 -1.264 0.4047
H 3.908 -1.258 6.789 0.3828
H -2.274 0.613 -3.474 0.9465
H 6.190 -3.683 -6.966 0.3455
H -3.514 -0.077 3.237 0.2805
H 1.714 1.951 -1.703 0.3937
H -11.325 -1.329 -1.927 0.3331
H -7.898 -1.154 0.265 0.1589
H -6.704 -5.586 -0.121 0.3373
H 2.091 -2.618 -2.647 0.8826
H 3.456 -3.480 8.423 0.3261
H -5.710 -4.993 1.230 0.2884
H 2.593 0.190 5.477 0.3781
H 6.039 -6.270 -5.348 0.1332
H 1.652 10.123 0.268 0.4090
H 4.746 9.079 -3.562 0.3756
H 2.467 -2.170 6.265 0.3434
H -6.197 -2.352 1.730 0.3506
H 2.369 7.852 1.051 0.3807
H 1.552 9.513 -1.379 0.1620
H 1.963 10.850 -3.895 0.3448
H -5.270 -4.598 -0.454 0.2193
H 4.954 -0.780 3.220 0.3189
H 2.685 9.931 -5.250 0.3260
H 2.411 -2.577 0.402 0.4029
H 4.403 1.741 0.288 0.1494
H 4.271 -6.072 -2.915 0.3293
H 2.713 0.919 1.969 0.2770
H -2.547 -2.568 -3.216 0.7439
H 4.073 7.912 -1.419 0.0801
H -0.803 -1.387 -3.941 0.4507
H -7.063 -2.924 -2.007 0.1904
H -2.706 -2.602 3.000 0.0084
H 3.193 5.868 0.452 0.4154
H -0.875 -4.824 2.000 0.3920
H 0.393 3.032 9.847 0.3188
H 4.801 -1.083 1.133 0.4501
H 6.858 -5.244 -7.516 0.3958
H -1.595 2.176 -3.109 0.9297
H 3.296 -4.616 -8.628 0.2305
H 1.988 -4.481 -0.495 0.2130
H -6.731 -1.685 -3.213 0.3760
H -1.078 0.944 8.820 0.4102
H -2.025 5.561 -0.430 0.5355
H -0.950 4.145 -2.136 0.3118
H -0.110 -2.231 -2.613 -0.0033
H 0.532 2.619 -2.755 0.7615
H 3.188 -8.521 -3.514 0.3325
H 5.837 1.549 1.290 0.4513
H -2.236 -2.050 -0.262 -1.0917
H -3.421 -3.033 -1.133 0.5903
H 1.117 9.443 -4.567 0.2340
```